1.
The following is a quantum chemistry calculation of the ion HNO7P with charge -1, from the OMol25 dataset.

Geometry as XYZ:
```
10
Properties=species:S:1:pos:R:3:nbo_charge:R:1
O 2.5725 1.1155 -0.2715 -0.43
N 1.4024 0.8928 -0.0519 0.75
O 0.4596 1.5887 -0.1248 -0.37
O 1.2441 -0.4075 0.2777 -0.61
P -0.3570 -1.1363 -0.1833 2.46
O -0.7323 -0.2600 -1.3477 -1.14
O -0.1999 -2.5365 -0.0439 -1.10
O -1.2062 -0.6101 1.0769 -0.59
O -1.8630 0.5997 0.7468 -0.47
H -1.3202 0.7538 -0.0783 0.49
```

The net charge is -1. The SMILES is O=[N+]([O-])O[P@@](=O)([O-])OO. The HOMO-LUMO gap is 9.93 eV.

=====

2.
The following is a quantum chemistry calculation of a cluster of 2 separate species, C17H25 in total, from the OMol25 dataset.

Geometry as XYZ:
```
42
Properties=species:S:1:pos:R:3:nbo_charge:R:1
C 2.6504 1.4513 -1.3795 -0.40
C 2.4923 0.2826 -2.3558 -0.40
C 1.1688 -0.4677 -2.1840 -0.40
C 1.2034 -1.5690 -1.0982 -0.48
C 1.3595 -1.1606 0.3486 0.22
C 1.4380 -2.1233 1.3071 -0.52
C 1.5104 0.3104 0.6614 -0.47
C 2.7471 1.0160 0.0775 -0.39
H 3.5666 1.9937 -1.6349 0.22
H 1.8200 2.1572 -1.5127 0.20
H 2.5478 0.6691 -3.3863 0.22
H 3.3386 -0.4078 -2.2286 0.20
H 0.3520 0.2430 -1.9833 0.20
H 0.9349 -0.9636 -3.1396 0.23
H 0.2820 -2.1645 -1.2118 0.23
H 2.0188 -2.2665 -1.3445 0.23
H 1.6388 -1.8136 2.3344 0.24
H 1.4768 -3.1672 0.9861 0.23
H 0.5991 0.8387 0.3531 0.23
H 1.5489 0.4206 1.7504 0.22
H 3.6149 0.3482 0.1777 0.20
H 2.9508 1.9048 0.6891 0.23
C 1.7272 -4.2705 3.2296 -0.73
C 0.4873 -3.4978 2.8197 0.44
C -0.4600 -4.3290 2.0027 -0.71
C -0.1021 -2.6682 3.8593 -0.14
C -1.3790 -2.0622 3.6564 -0.13
C -1.8909 -1.1478 4.5675 -0.22
C -1.1895 -0.8457 5.7411 -0.11
C 0.0338 -1.4883 6.0023 -0.21
C 0.5457 -2.4108 5.1005 -0.15
H 2.5394 -3.6252 3.5836 0.25
H 1.4701 -4.9798 4.0324 0.28
H 2.1410 -4.8493 2.3898 0.25
H -1.3324 -3.7766 1.6483 0.24
H 0.0369 -4.7468 1.1107 0.24
H -0.8055 -5.1769 2.6273 0.28
H -1.9535 -2.3017 2.7563 0.22
H -2.8506 -0.6704 4.3516 0.24
H -1.6199 -0.1768 6.4776 0.24
H 0.5858 -1.2676 6.9203 0.24
H 1.4701 -2.9567 5.3563 0.23
```

The net charge is +1. The HOMO-LUMO gap is 7.10 eV.

=====

3.
The following is a quantum chemistry calculation of an isolated molecule of C3H4N2O2, from the OMol25 dataset.

Geometry as XYZ:
```
11
Properties=species:S:1:pos:R:3:nbo_charge:R:1
H 1.1941 -0.1538 -2.8871 0.38
N 0.5553 -0.1040 -2.0915 -0.68
C 1.1866 0.6146 -1.2940 0.31
N 1.3138 0.4284 0.2029 -0.64
C 0.0539 0.1539 0.8749 0.59
O -0.3147 0.5171 2.0487 -0.51
C -0.9285 -0.8235 0.0436 0.28
O -2.0598 -0.8688 0.4666 -0.47
H 1.8676 1.3931 -1.5883 0.15
H 1.7623 1.2508 0.5879 0.40
H -0.7834 -1.6171 -0.7626 0.20
```

The SMILES is [H]/N=C/NC(=O)C=O. The HOMO-LUMO gap is 9.62 eV.

=====

4.
The following is a quantum chemistry calculation of a structure of composition ClO4Rb3, from the OMol25 dataset.

Geometry as XYZ:
```
8
Properties=species:S:1:pos:R:3:mulliken_charge:R:1
Rb 1.5854 0.1609 -2.7002 0.94
Rb -0.7307 1.2805 2.2146 0.97
Rb 0.7219 -2.0160 1.0063 0.89
Cl -0.3530 0.1095 -0.1019 2.42
O -0.9896 -1.1582 -0.0503 -0.71
O 0.6497 0.2591 0.8711 -1.00
O 0.4019 0.2431 -1.3602 -0.73
O -1.2857 1.1211 0.1205 -0.78
```

The net charge is +2. The HOMO-LUMO gap is 12.95 eV.

=====

5.
The following is a quantum chemistry calculation of a structure of composition CH6N4OS, from the OMol25 dataset.

Geometry as XYZ:
```
13
Properties=species:S:1:pos:R:3:nbo_charge:R:1
C -0.0446 0.0611 0.4955 0.42
H -0.5428 1.7991 2.7875 0.37
H -2.0266 1.1118 1.7791 0.40
H -0.3881 1.9238 -0.2472 0.35
H 1.9316 0.2269 0.2797 0.40
H 0.2476 0.9767 -2.0351 0.06
H -0.0944 -1.9817 -0.1547 0.45
N -1.1257 1.6792 1.7443 -0.71
N -0.0268 1.3613 0.8401 -0.45
N 1.2216 -0.2349 -0.2157 -0.83
N -1.1159 -0.6908 0.7145 -0.17
O -0.9718 -2.0279 0.2230 -0.54
S 1.0151 -0.1877 -1.7968 0.25
```

The HOMO-LUMO gap is 9.36 eV.

=====

6.
The following is a quantum chemistry calculation of a cluster of 2 separate species, C4H10O2 in total, from the OMol25 dataset.

Geometry as XYZ:
```
16
Properties=species:S:1:pos:R:3:nbo_charge:R:1
C -2.1658 1.1067 -0.3365 -0.64
C -0.8088 0.8617 0.2552 -0.28
C 0.2987 0.6190 -0.4442 0.12
O 1.5033 0.4496 0.1619 -0.52
C 2.3292 -0.5214 -0.4619 -0.26
H -2.9238 0.5032 0.1758 0.22
H -2.2027 0.8467 -1.3999 0.21
H -2.4643 2.1562 -0.2300 0.22
H -0.7139 0.9006 1.3401 0.21
H 0.3124 0.5743 -1.5382 0.17
H 1.8926 -1.5223 -0.3568 0.19
H 2.4698 -0.2899 -1.5270 0.17
H 3.2957 -0.4833 0.0445 0.20
O -0.3549 -2.1770 0.8641 -0.95
H -0.6961 -1.5037 0.2554 0.48
H 0.0200 -1.6429 1.5777 0.47
```

The SMILES is C/C=C/OC.O. The HOMO-LUMO gap is 9.99 eV.

=====

Q: Which ΔE to the lowest compared entry with this formula, charge and spin values were calculated for the entries above? A: 0.0000; 0.0000; 3.8603; 0.0000; 3.5681; 1.5121, in eV.